21
Properties=species:S:1:pos:R:3:forces:R:3 method="wB97M-V/def2-TZVPD" e_tot_ev=-9862.6219 smiles="CC(C)=NN.C=CN" total_charge=0
C -1.4217 0.8582 0.7476 0.43 -0.21 -0.62
C -0.4243 -0.2793 0.7947 3.07 1.87 3.56
C -0.9496 -1.6397 1.1764 0.52 -0.47 -1.09
N 0.8666 -0.0798 1.1290 -3.60 -1.86 0.56
N 1.2898 1.1501 1.5893 -0.41 0.48 -1.61
H -2.2868 0.5255 0.1758 -0.18 0.13 0.17
H -1.7174 1.1958 1.7402 -0.02 -0.17 0.17
H -1.0062 1.7272 0.2338 -0.02 0.02 -0.04
H -0.5562 -2.3605 0.4584 -0.18 -0.35 0.07
H -0.5569 -1.9261 2.1499 -0.02 0.11 0.03
H -2.0378 -1.7172 1.1960 0.05 0.20 -0.19
H 0.9467 1.9599 1.0750 0.47 -0.01 1.06
H 1.8030 1.1158 2.4593 -0.16 0.37 -0.67
C 1.6673 0.6520 -2.0460 0.14 -0.84 1.31
C 1.0402 -0.4453 -1.5876 -1.48 0.61 -2.83
N -0.4053 -0.4946 -1.5250 0.87 0.00 -0.46
H 1.1637 1.6075 -2.0838 -0.09 0.07 -0.25
H 2.7416 0.6349 -2.1692 -0.04 0.09 0.01
H 1.4962 -1.4231 -1.6542 0.23 0.03 0.71
H -0.8411 0.2954 -1.9907 0.18 -0.17 0.08
H -0.8116 -1.3565 -1.8690 0.24 0.09 0.04

***

21
Properties=species:S:1:pos:R:3:forces:R:3 method="wB97M-V/def2-TZVPD" e_tot_ev=-9861.5748 total_charge=0
C -0.5374 0.0009 0.1600 -0.92 -4.19 -0.41
C 0.8664 -0.1263 -0.0054 1.35 4.85 0.68
C -1.1458 0.1146 1.5278 0.13 -0.10 -0.10
C 1.1166 1.9103 0.5476 0.76 -1.66 -0.43
N -1.2890 0.5047 -0.8888 -0.18 0.54 -0.36
N 1.4091 -0.2149 -1.2997 -0.19 -0.22 0.09
C -0.4618 -2.1806 -0.1540 -1.52 0.99 -0.24
N -0.2952 -2.7775 -1.2540 0.33 0.55 0.47
H 1.4261 -0.5821 0.7958 -0.12 -0.26 -0.10
H -1.3309 -0.0430 -1.7379 0.24 0.03 0.11
H -2.1975 0.8737 -0.6504 0.07 -0.24 0.13
H 1.1047 0.5489 -1.8942 -0.01 -0.09 0.14
H 2.4178 -0.2712 -1.3046 -0.10 0.02 0.06
H 0.0843 -2.1250 -1.9578 -0.12 -0.20 0.13
H -0.8877 -2.7552 0.6894 0.25 0.00 0.04
H -1.5143 1.1260 1.7116 0.07 0.05 -0.06
H -1.9908 -0.5752 1.6111 0.07 0.08 -0.02
H 0.7640 2.2325 1.5263 -0.11 -0.20 0.02
H 0.6767 2.5104 -0.2481 -0.03 -0.16 -0.04
H 2.2056 1.9551 0.5207 0.01 0.21 -0.03
H -0.4210 -0.1259 2.3044 0.00 0.01 -0.05

***

21
Properties=species:S:1:pos:R:3:forces:R:3 method="wB97M-V/def2-TZVPD" e_tot_ev=-9864.1300 smiles=C[C@@H](N)N(C)C.C#N total_charge=0
C 1.2864 1.6918 0.2057 -0.38 -0.13 -0.04
C -0.0319 0.9113 0.2635 0.40 -0.78 0.57
N -0.9102 1.3488 -0.7996 -1.61 -1.43 -0.06
N 0.0965 -0.5572 0.1401 1.35 0.92 -0.20
C 0.7158 -0.9794 -1.1078 -0.24 0.15 0.37
C 0.7221 -1.1907 1.2876 -0.23 0.27 -0.40
H 1.0916 2.7420 0.4128 0.06 0.16 0.02
H 1.9930 1.3241 0.9462 0.04 -0.02 0.07
H 1.7257 1.6137 -0.7861 0.06 0.00 -0.07
H -0.4789 1.0542 1.2681 0.11 0.01 -0.21
H -1.7866 0.7108 -0.7435 1.89 2.09 -0.14
H -1.1221 2.3335 -0.6870 -0.37 -0.19 -0.06
H 1.8035 -0.8229 -1.1152 0.07 -0.05 -0.09
H 0.2649 -0.4124 -1.9189 0.09 -0.07 -0.13
H 0.5127 -2.0414 -1.2468 0.06 -0.08 -0.09
H 0.2458 -0.8265 2.1965 0.03 -0.05 0.10
H 1.8070 -1.0126 1.3433 -0.01 0.01 0.06
H 0.5561 -2.2653 1.2164 0.01 -0.07 0.07
C -2.8331 -1.0206 -0.2980 0.80 -2.48 1.41
N -2.1315 -1.4623 0.5224 -1.97 1.01 -1.03
H -3.5268 -1.1391 -1.0998 -0.16 0.73 -0.17

***

21
Properties=species:S:1:pos:R:3:forces:R:3 method="wB97M-V/def2-TZVPD" e_tot_ev=-9846.9313 smiles="CC(C)N(C=[NH2+])C=[NH2+]" total_charge=+2
C -0.5539 -1.1607 -1.6765 0.04 -1.44 -1.82
C 0.4337 -0.6576 -0.5450 0.04 -3.27 -2.65
C 0.7460 -1.8127 0.3785 0.63 -1.40 2.30
N -0.0252 0.4800 0.1911 -1.57 2.75 2.98
C -1.1855 0.3080 1.0055 2.63 1.29 -3.06
N -1.7266 1.1244 1.7981 -2.40 0.41 1.26
C 0.5550 1.7023 0.2531 0.59 1.81 -2.34
N 1.7404 1.9527 -0.2374 -1.63 -1.69 0.53
H -1.6033 -1.1296 -1.3736 -0.07 0.41 -0.30
H -0.3857 -0.8652 -2.8014 -0.40 0.58 2.47
H -0.4160 -2.2754 -1.8628 0.23 1.16 0.91
H 1.2985 -0.5454 -1.1987 0.43 1.28 0.73
H -0.2023 -2.5007 0.5930 2.29 1.28 -0.51
H 1.1951 -1.4547 1.3774 -1.03 -0.30 -1.16
H 1.6650 -2.3631 0.0063 -1.66 0.02 0.03
H -1.6418 -0.4950 0.5779 -1.97 -2.68 0.18
H -2.7093 1.0558 2.1772 1.15 -0.88 -0.65
H -1.4115 2.0279 2.0475 1.22 1.02 0.30
H -0.0762 2.6163 0.3662 0.40 -0.91 0.83
H 2.0870 2.8544 -0.4985 0.13 0.74 0.18
H 2.2168 1.1381 -0.5778 0.93 -0.15 -0.22

***

22
Properties=species:S:1:pos:R:3:forces:R:3 method="wB97M-V/def2-TZVPD" e_tot_ev=-11911.5980 total_charge=0
C 1.1481 3.0652 0.9468 0.01 -0.07 0.07
C 0.7599 1.8179 1.1806 0.12 0.09 -0.17
O 0.2485 1.3812 2.3737 0.14 -0.07 0.00
C 0.8194 0.7018 0.1649 -1.66 0.01 -0.40
N -0.6176 0.1592 -0.0700 0.79 0.84 0.51
N 1.7088 -0.3325 0.5317 -0.22 -2.07 -0.92
H 1.1305 3.8268 1.7137 -0.10 0.06 0.08
H 1.5350 3.3485 -0.0162 0.07 -0.05 -0.13
H 0.3189 2.0832 3.0318 -0.02 -0.05 -0.10
H 1.1033 1.1101 -0.8105 0.04 0.09 0.17
H -1.2267 0.8952 -0.4171 0.03 0.08 0.17
H -0.9768 -0.1714 0.8226 -0.05 0.10 -0.05
H 1.4482 -1.2332 -0.1072 0.83 2.00 1.48
H 1.5545 -0.5956 1.5014 0.04 0.02 -0.04
H 0.1254 -3.0478 -0.3161 -0.20 0.13 -0.01
N 0.4633 -2.2940 -0.9144 -0.99 0.38 -0.54
C -0.5021 -1.5526 -1.3928 1.26 -2.35 -0.97
C -1.9398 -1.9858 -1.4777 0.00 0.46 0.55
H -0.1949 -0.9118 -2.2209 -0.04 0.47 0.40
H -2.5943 -1.1165 -1.4254 -0.14 -0.01 -0.03
H -2.1962 -2.6685 -0.6663 0.00 -0.02 -0.03
H -2.1155 -2.4793 -2.4324 0.08 -0.05 -0.04

***

22
Properties=species:S:1:pos:R:3:forces:R:3 method="wB97M-V/def2-TZVPD" e_tot_ev=-11905.3330 total_charge=0
C 1.6644 -0.5097 1.2201 -2.81 -1.08 -0.76
C -0.2953 0.0209 -0.2564 -2.27 -2.56 -3.50
C 1.6019 1.3857 -0.7820 3.32 1.14 -5.93
C -1.8487 0.3218 -0.3836 3.64 -4.14 2.89
C -2.4358 -1.1520 -0.2413 -1.92 1.60 2.52
H 1.3826 0.6801 1.0066 1.04 -4.11 2.04
H 2.6786 -0.5974 1.1645 2.96 -0.54 1.49
H 0.9904 -0.9990 2.1523 2.04 1.18 -2.64
H 2.0034 -2.1900 -0.2278 -1.40 0.80 0.03
H -0.0701 1.9571 0.4062 -0.70 0.74 -0.04
H 1.6787 2.6234 -1.5804 -0.62 -3.84 2.61
H 2.6967 1.3229 -0.3569 -2.44 0.42 0.20
H 1.7530 0.4378 -1.6502 -1.02 3.16 2.47
H -2.2016 0.4609 -1.3573 -0.35 2.18 -1.25
H -2.0731 -1.7716 0.6099 -0.11 0.99 -0.07
H -3.5350 -0.8923 -0.0285 1.08 -1.33 -0.95
H -2.1144 -1.7890 -1.0597 -0.75 0.49 -0.61
H -1.8392 0.7888 1.4455 0.24 -0.97 1.90
N 1.4363 -1.3194 -0.1724 1.44 1.11 3.07
N 0.1478 -1.2836 -0.5981 -0.67 5.80 2.20
N 0.4150 1.2030 -0.0069 0.94 -0.95 -2.44
O -2.0354 1.3017 0.6965 -1.65 -0.10 -3.21

***

22
Properties=species:S:1:pos:R:3:forces:R:3 method="wB97M-V/def2-TZVPD" e_tot_ev=-11913.9106 smiles="CN=C(N)N.CC(C)=O" total_charge=0
C 2.5963 -0.8111 -0.3571 -0.13 0.14 0.06
N 1.6412 -0.2777 0.5816 -0.10 -0.03 0.26
C 1.2036 0.9123 0.4411 0.30 -0.22 0.07
N 1.5245 1.7952 -0.5673 0.11 -0.02 -0.05
N 0.4160 1.4440 1.4391 -0.19 0.39 0.15
H 2.2126 -0.8319 -1.3869 0.04 -0.07 -0.06
H 2.8142 -1.8346 -0.0520 0.11 0.03 -0.19
H 3.5304 -0.2408 -0.3552 0.09 -0.02 -0.06
H 0.8781 2.5544 -0.7120 0.03 -0.04 -0.06
H 1.8549 1.3756 -1.4211 -0.07 0.01 0.01
H -0.3144 2.0714 1.1400 -0.05 -0.08 0.04
H 0.1312 0.7632 2.1244 0.03 -0.01 -0.05
C -2.6866 -0.2836 0.7865 -0.01 0.37 -0.02
C -1.7504 -0.1210 -0.3846 -0.13 -0.30 0.19
C -1.0797 -1.3881 -0.8247 0.15 0.03 -0.26
O -1.5375 0.9506 -0.9006 -0.02 0.15 -0.14
H -3.5679 -0.8318 0.4576 -0.07 -0.12 0.00
H -2.2039 -0.8619 1.5705 0.02 -0.12 0.09
H -2.9986 0.6843 1.1708 0.00 0.04 0.00
H -0.1618 -1.4755 -0.2367 -0.04 -0.04 0.06
H -1.6990 -2.2599 -0.6388 -0.08 -0.11 0.02
H -0.8034 -1.3328 -1.8746 0.00 0.02 -0.06

***

22
Properties=species:S:1:pos:R:3:forces:R:3 method="wB97M-V/def2-TZVPD" e_tot_ev=-11909.2900 total_charge=0
C 0.1425 1.1230 1.0390 -2.72 0.40 3.79
C -1.0929 -0.8907 -1.0707 2.03 1.67 -0.41
C 1.3864 1.1523 1.9077 0.67 -0.22 -0.81
C -1.0921 -2.3187 -0.5821 0.09 0.00 -0.02
N -0.7445 0.1385 1.2878 2.19 1.67 -0.72
C 0.2642 0.3373 -0.7448 -3.30 -4.61 -4.33
N 1.4088 -0.4884 -0.7718 0.16 1.20 1.28
O -0.2953 2.4125 0.8013 0.04 -0.42 -0.12
N 0.0726 1.3713 -1.5061 1.45 0.72 0.56
H -0.4113 2.4957 -0.1769 0.22 -0.11 0.04
H -1.6803 0.4484 1.0233 0.08 0.11 -0.19
H 2.2407 0.0717 -0.6232 0.33 -0.08 -0.15
H 1.3719 -1.2359 -0.0918 -0.08 -0.04 0.12
H -0.5019 1.1994 -2.3273 -0.64 -0.07 0.69
H -2.0499 -0.3801 -0.9783 0.06 0.11 0.25
H -0.8296 -0.8728 -2.1297 -0.22 -0.22 -0.17
H 2.0897 1.9073 1.5561 -0.07 -0.04 -0.16
H 1.0987 1.4518 2.9145 -0.21 -0.10 -0.06
H 1.9004 0.1947 1.9499 -0.13 -0.09 0.11
H -1.4236 -2.4228 0.4488 0.06 0.01 0.04
H -1.7458 -2.9175 -1.2250 -0.09 0.08 0.12
H -0.1086 -2.7770 -0.7007 0.09 0.05 0.15

***

23
Properties=species:S:1:pos:R:3:forces:R:3 method="wB97M-V/def2-TZVPD" e_tot_ev=-13961.0208 smiles="CCN=C(N)N.CC(=O)O" total_charge=0
C -1.8926 -2.6235 0.6060 -0.56 1.36 0.45
C -1.3661 -1.1796 0.6937 2.56 -0.02 -0.56
N -1.1096 -0.6812 -0.6532 -0.71 0.64 -0.34
C -0.0613 -1.0056 -1.2664 0.49 0.75 0.47
N 0.9282 -1.9038 -0.7527 -0.44 -0.03 -0.20
N 0.2600 -0.4092 -2.5022 0.79 0.39 0.13
H -2.1335 -2.8012 -0.4308 -0.06 -0.29 -0.29
H -2.8073 -2.7302 1.1683 -0.21 -0.37 0.33
H -1.1257 -3.2930 0.9482 0.13 -0.48 0.14
H -1.8033 -0.3742 1.2842 -1.13 -0.52 -0.24
H -0.3495 -1.1922 1.1256 -0.28 -0.44 0.35
H 1.8604 -1.7056 -1.0914 -0.07 -0.04 -0.22
H 0.6637 -2.8286 -1.0662 0.22 -0.29 0.26
H 1.2533 -0.1820 -2.5117 -0.01 -0.49 -0.26
H -0.1670 0.5018 -2.5900 -0.69 -0.08 0.01
C 0.3192 3.4918 1.0003 -0.37 -0.65 0.13
C 1.4229 2.5632 0.6116 0.17 0.45 0.95
O 2.3268 2.8399 -0.1264 0.24 -0.06 -0.51
O 1.3934 1.3711 1.2616 -0.09 0.58 -0.37
H -0.6105 2.9421 0.8208 -0.10 0.45 0.09
H 0.3951 4.4125 0.4623 -0.11 0.28 -0.72
H 0.3712 3.7877 2.0441 0.06 -0.46 0.27
H 2.2322 0.9999 0.9644 0.17 -0.66 0.14

***

23
Properties=species:S:1:pos:R:3:forces:R:3 method="wB97M-V/def2-TZVPD" e_tot_ev=-13956.5808 smiles="C[C@@H]([C@@H](N)N(C)C)[N+](=O)[O-]" total_charge=0
C 0.9269 2.1299 -0.4732 -0.50 0.95 2.29
C 0.1115 1.1833 -1.2684 -0.19 0.83 0.24
C -0.7858 0.1990 -0.4691 0.83 0.85 -1.47
N -1.3085 -0.7128 -1.4909 0.29 -0.26 1.56
N -0.0035 -0.4758 0.5604 -0.10 0.60 -0.05
C -0.6173 -0.5593 1.8620 -0.41 -3.10 -0.28
C 0.8706 -1.6317 0.3086 -1.98 0.53 -2.59
N -0.5849 2.0304 -2.2683 -1.70 -0.63 -0.51
O -1.1537 1.5099 -3.2367 0.55 0.54 0.73
O -0.5075 3.2000 -2.0508 -0.90 1.67 -1.35
H 1.8125 2.5069 -1.0042 -0.36 -0.15 0.32
H 1.1640 1.5241 0.4119 0.63 0.51 -0.08
H 0.2655 3.0233 -0.1314 1.44 -1.67 -0.41
H 0.6806 0.6894 -1.9833 1.54 -1.89 -0.66
H -1.5476 0.8605 0.0460 0.52 -0.90 -0.24
H -1.5541 -0.3636 -2.4169 -0.18 0.22 0.78
H -2.0153 -1.1821 -0.9634 -0.92 -0.81 -0.82
H -1.7286 -0.7643 1.8835 0.99 0.05 -0.16
H -0.0700 -1.3623 2.4526 -0.97 0.71 -0.70
H -0.4135 0.2727 2.3995 0.22 2.97 1.80
H 0.2993 -2.3968 0.8281 0.63 -1.13 -0.70
H 0.9509 -1.7373 -0.8321 -0.24 -0.42 1.72
H 1.8588 -1.5815 0.6995 0.79 0.52 0.58